[1]
Density functional theory data (ωB97M-V/def2-TZVPD) for the molecule C17H26N4O2 in a non-equilibrium geometry.

CARTESIAN COORDINATES (ANGSTROEM)
1 O 0.270 2.659 0.498
2 C 1.239 2.366 1.163
3 N 1.814 1.145 1.210
4 C 1.312 0.016 0.477
5 H 0.488 0.397 -0.132
6 H 2.098 -0.367 -0.187
7 C 0.809 -1.132 1.364
8 C -0.300 -0.670 2.320
9 C -1.673 -0.786 1.675
10 N -2.006 -2.183 1.411
11 C -0.846 -3.019 1.135
12 C 0.296 -2.263 0.458
13 H 1.103 -2.956 0.216
14 H -0.061 -1.840 -0.483
15 H -0.492 -3.425 2.089
16 H -1.155 -3.861 0.512
17 C -3.101 -2.323 0.470
18 C -2.726 -1.865 -0.898
19 N -2.622 -0.637 -1.307
20 C -2.121 -0.765 -2.571
21 N -1.928 -2.008 -2.910
22 O -2.320 -2.742 -1.826
23 C -1.818 0.398 -3.438
24 C -0.678 1.216 -2.861
25 C 0.734 0.834 -3.183
26 C 0.136 2.069 -3.785
27 H 0.474 3.028 -3.424
28 H -0.107 2.058 -4.836
29 H 1.488 0.954 -2.421
30 H 0.894 -0.021 -3.825
31 H -0.879 1.609 -1.872
32 H -2.714 1.021 -3.500
33 H -1.561 0.031 -4.432
34 H -3.403 -3.372 0.430
35 H -3.933 -1.714 0.830
36 H -2.439 -0.392 2.351
37 H -1.695 -0.178 0.760
38 H -0.134 0.370 2.603
39 H -0.284 -1.272 3.230
40 H 1.650 -1.503 1.960
41 C 2.957 1.064 2.090
42 C 3.336 2.531 2.322
43 H 3.749 2.694 3.316
44 C 2.024 3.279 2.094
45 H 2.152 4.266 1.655
46 H 1.453 3.390 3.018
47 H 4.076 2.845 1.586
48 H 3.759 0.489 1.618
49 H 2.684 0.569 3.031

Output
Multiplicity: 1
LUMO energy in Eh: 0.027
Total charge: 0
Electronic energy in eV: -28105.553
Structure (SMILES): O=C1CCCN1CC1CCN(Cc2nc(CC3CC3)no2)CC1
F_max in Eh/bohr: 0.023
Orbital gap in eV: 9.2

Charge distribution, Mulliken scheme, values in e:
1. O -0.64
2. C 0.54
3. N 0.40
4. C -1.09
5. H -0.22
6. H 0.35
7. C 0.61
8. C -1.17
9. C -0.52
10. N 0.02
11. C -1.16
12. C -0.68
13. H 0.57
14. H 0.11
15. H 0.36
16. H 0.49
17. C -1.24
18. C 0.77
19. N -0.43
20. C 0.82
21. N -0.64
22. O -0.10
23. C -1.10
24. C 0.10
25. C -0.48
26. C -0.55
27. H 0.25
28. H 0.25
29. H 0.12
30. H 0.26
31. H 0.36
32. H 0.32
33. H 0.35
34. H 0.47
35. H 0.42
36. H 0.40
37. H 0.30
38. H 0.52
39. H 0.39
40. H 0.46
41. C -0.53
42. C -0.65
43. H 0.34
44. C -0.69
45. H 0.36
46. H 0.27
47. H 0.32
48. H 0.29
49. H 0.31

=====

[2]
Density functional theory data (ωB97M-V/def2-TZVPD) for the molecule C15H12O5 in a non-equilibrium geometry.

CARTESIAN COORDINATES (ANGSTROEM)
1 C 2.840 2.211 -6.293
2 H 2.131 2.589 -7.025
3 H 3.562 2.985 -6.023
4 H 3.383 1.352 -6.692
5 O 2.077 1.831 -5.159
6 C 2.776 1.324 -4.130
7 O 3.976 1.193 -4.154
8 C 1.914 0.949 -2.986
9 C 0.531 1.121 -3.013
10 C -0.227 0.757 -1.922
11 C 0.382 0.218 -0.788
12 C 1.761 0.039 -0.754
13 C 2.514 0.408 -1.852
14 H 3.586 0.279 -1.847
15 H 2.238 -0.375 0.118
16 O -0.491 -0.130 0.217
17 C -0.135 -0.415 1.493
18 O 0.989 -0.371 1.931
19 C -1.329 -0.767 2.263
20 C -1.235 -1.085 3.565
21 C -2.336 -1.442 4.401
22 C -2.359 -1.788 5.736
23 C -3.705 -2.045 6.058
24 C -4.408 -1.839 4.905
25 O -3.598 -1.478 3.906
26 H -5.455 -1.917 4.686
27 H -4.100 -2.340 7.008
28 H -1.514 -1.847 6.390
29 H -0.262 -1.076 4.036
30 H -2.272 -0.759 1.739
31 H -1.299 0.880 -1.923
32 H 0.062 1.538 -3.889

Output
Multiplicity: 1
LUMO energy in Eh: -0.011
Total charge: 0
Electronic energy in eV: -25986.611
Structure (SMILES): COC(=O)c1ccc(OC(=O)/C=C/c2ccco2)cc1
F_max in Eh/bohr: 0.024
Orbital gap in eV: 8.3

Charge distribution, Mulliken scheme, values in e:
1. C -0.65
2. H 0.23
3. H 0.29
4. H 0.29
5. O -0.30
6. C 0.57
7. O -0.61
8. C 0.20
9. C -0.55
10. C -0.50
11. C 0.58
12. C -0.39
13. C -0.68
14. H 0.44
15. H 0.46
16. O -0.27
17. C 0.72
18. O -0.61
19. C -0.72
20. C -0.24
21. C 0.48
22. C -0.66
23. C -0.44
24. C -0.38
25. O -0.30
26. H 0.45
27. H 0.43
28. H 0.47
29. H 0.42
30. H 0.43
31. H 0.43
32. H 0.44

=====

[3]
Density functional theory data (ωB97M-V/def2-TZVPD) for the ion C6H11N2O with charge +1 in a non-equilibrium geometry.

CARTESIAN COORDINATES (ANGSTROEM)
1 C -0.288 1.022 -0.501
2 C 0.117 -1.470 0.289
3 C 0.729 -0.283 1.051
4 C -1.766 0.804 0.405
5 C -2.160 -0.553 0.039
6 C 2.158 1.066 -0.632
7 N -0.917 -0.952 -0.673
8 N 0.861 0.769 0.056
9 O -2.713 0.512 -0.591
10 H -0.422 1.536 -1.445
11 H 0.846 -2.010 -0.370
12 H -0.255 -2.159 1.129
13 H 0.158 0.219 1.888
14 H 1.675 -0.478 1.397
15 H -2.059 1.431 1.314
16 H -2.595 -1.206 0.646
17 H 2.165 0.903 -1.722
18 H 2.831 0.302 -0.243
19 H 2.594 1.984 -0.500
20 H -0.958 -1.435 -1.538

Output
Multiplicity: 1
LUMO energy in Eh: -0.124
Total charge: +1
Electronic energy in eV: -11417.731
Structure (SMILES): C[N+]1=C[C@H]2O[C@H]2NCC1
F_max in Eh/bohr: 0.112
Orbital gap in eV: 10.8

Charge distribution, Mulliken scheme, values in e:
1. C -0.23
2. C -0.43
3. C -0.73
4. C -0.27
5. C -0.12
6. C -0.89
7. N -0.19
8. N 0.09
9. O -0.39
10. H 0.50
11. H 0.36
12. H 0.31
13. H 0.27
14. H 0.51
15. H 0.38
16. H 0.52
17. H 0.36
18. H 0.34
19. H 0.36
20. H 0.24

=====

[4]
Density functional theory data (ωB97M-V/def2-TZVPD) for a structure of composition C7H3N3O8PdSSe.

CARTESIAN COORDINATES (ANGSTROEM)
1 Pd 0.281 0.046 0.767
2 O 0.801 1.571 -3.878
3 C 1.019 1.322 -2.740
4 O 1.608 1.375 -1.723
5 C -0.746 -0.012 -2.190
6 O -1.449 -0.170 -3.149
7 O -0.695 -0.395 -1.021
8 Se 2.905 -3.313 -2.013
9 N 2.639 -4.588 -0.757
10 C 1.919 -4.005 0.198
11 C 1.481 -4.626 1.376
12 C 0.755 -3.872 2.295
13 C 0.468 -2.544 2.037
14 N 0.848 -1.913 0.911
15 C 1.574 -2.595 -0.012
16 N 2.006 -2.031 -1.121
17 H 1.726 -5.666 1.548
18 H 0.411 -4.306 3.226
19 H -0.066 -1.937 2.755
20 O 1.695 2.890 2.314
21 S 0.506 2.076 2.441
22 O -0.370 2.480 3.519
23 O -0.250 1.979 1.114
24 O 0.895 0.585 2.590

Output
Multiplicity: 3
LUMO energy (spin up / spin down) in Eh: 0.170 / 0.169
Total charge: -2
Electronic energy in eV: -107820.444
F_max in Eh/bohr: 0.006
Orbital gap (spin up / spin down) in eV: 5.3 / 7.6

Charge distribution, Mulliken scheme, values in e:
1. Pd 0.87
2. O -0.48
3. C 0.64
4. O -0.36
5. C 0.28
6. O -0.51
7. O -0.49
8. Se 0.05
9. N -0.93
10. C 0.80
11. C -0.51
12. C -0.57
13. C -0.38
14. N -0.12
15. C 0.51
16. N -0.50
17. H 0.38
18. H 0.33
19. H 0.44
20. O -0.65
21. S 1.35
22. O -0.68
23. O -0.72
24. O -0.73

=====

[5]
Density functional theory data (ωB97M-V/def2-TZVPD) for the ion C2H3IN with charge +1 in a non-equilibrium geometry.

CARTESIAN COORDINATES (ANGSTROEM)
1 C 0.914 0.163 -0.914
2 C -0.788 -0.303 0.875
3 N 0.063 -0.036 -0.015
4 I -2.507 0.787 1.209
5 H 0.946 -0.181 -2.032
6 H 1.805 0.715 -0.765
7 H -0.433 -1.144 1.641

Output
Multiplicity: 1
LUMO energy in Eh: -0.210
Total charge: +1
Electronic energy in eV: -11703.872
Structure (SMILES): C=[N+]=CI
F_max in Eh/bohr: 0.051
Orbital gap in eV: 9.2

Charge distribution, Mulliken scheme, values in e:
1. C -0.12
2. C -0.15
3. N -0.01
4. I 0.38
5. H 0.27
6. H 0.29
7. H 0.35

=====

[6]
Density functional theory data (ωB97M-V/def2-TZVPD) for the molecule C4H10S in a non-equilibrium geometry.

CARTESIAN COORDINATES (ANGSTROEM)
1 C -0.911 1.263 -0.353
2 C -0.376 -0.178 -0.348
3 C -1.094 -0.898 0.866
4 C 1.193 -0.052 -0.018
5 H -0.164 1.890 0.096
6 H -0.909 1.778 -1.296
7 H -1.904 1.192 0.070
8 H -0.516 -0.473 -1.382
9 H -1.061 -1.999 0.898
10 H -0.887 -0.752 1.935
11 H -2.117 -0.682 0.640
12 H 1.457 -0.303 1.038
13 H 1.491 1.009 -0.039
14 H 3.626 -0.768 -0.931
15 S 2.171 -1.028 -1.176

Output
Multiplicity: 1
LUMO energy in Eh: 0.033
Total charge: 0
Electronic energy in eV: -15143.801
Structure (SMILES): CC(C)CS
F_max in Eh/bohr: 0.067
Orbital gap in eV: 9.7

Charge distribution, Mulliken scheme, values in e:
1. C -1.30
2. C 0.34
3. C -1.41
4. C -0.61
5. H 0.29
6. H 0.38
7. H 0.32
8. H 0.47
9. H 0.36
10. H 0.34
11. H 0.38
12. H 0.32
13. H 0.29
14. H 0.13
15. S -0.30

=====

[7]
Density functional theory data (ωB97M-V/def2-TZVPD) for a cluster of 2 separate species, C4H8OS2 in total in a non-equilibrium geometry.

CARTESIAN COORDINATES (ANGSTROEM)
1 C -0.137 1.244 0.726
2 C -0.627 -0.125 2.198
3 C -0.709 -0.134 0.701
4 C -0.596 -0.723 -1.840
5 O -0.419 1.337 2.134
6 S 2.130 -1.432 0.370
7 S -1.364 -1.243 -0.281
8 H 0.889 1.384 0.452
9 H -0.664 2.097 0.310
10 H -1.576 -0.494 2.825
11 H 0.272 -0.623 2.722
12 H 0.406 -1.078 -1.732
13 H -0.586 0.357 -2.048
14 H -1.158 -1.082 -2.776
15 H 3.448 -1.171 0.412

Output
Multiplicity: 1
LUMO energy (spin up / spin down) in Eh: -0.042 / -0.078
Total charge: 0
Electronic energy in eV: -27990.844
F_max in Eh/bohr: 0.051
Orbital gap (spin up / spin down) in eV: 6.8 / 4.8

Charge distribution, Mulliken scheme, values in e:
1. C -0.24
2. C -0.22
3. C 0.20
4. C -0.72
5. O -0.39
6. S -0.49
7. S 0.00
8. H 0.24
9. H 0.29
10. H 0.26
11. H 0.21
12. H 0.22
13. H 0.28
14. H 0.33
15. H 0.04

=====

[8]
Density functional theory data (ωB97M-V/def2-TZVPD) for the molecule C5H6O.

CARTESIAN COORDINATES (ANGSTROEM)
1 O 2.890 -0.254 0.195
2 C 1.685 -0.336 0.230
3 C 0.708 -1.234 -0.307
4 C -1.835 0.342 0.249
5 C -0.685 1.006 0.324
6 C 0.618 0.550 -0.235
7 H -0.178 -1.537 0.244
8 H 1.055 -2.008 -1.005
9 H -1.893 -0.608 -0.273
10 H -2.748 0.723 0.696
11 H -0.688 2.018 0.740
12 H 1.071 1.337 -0.859

Output
Multiplicity: 1
LUMO energy in Eh: 0.028
Total charge: 0
Electronic energy in eV: -7326.318
Structure (SMILES): C=C[C@@H]1CC1=O
F_max in Eh/bohr: 0.018
Orbital gap in eV: 9.9

Charge distribution, Mulliken scheme, values in e:
1. O -0.55
2. C 0.69
3. C -0.79
4. C -0.73
5. C -0.16
6. C -0.29
7. H 0.32
8. H 0.29
9. H 0.30
10. H 0.25
11. H 0.31
12. H 0.35

=====

[9]
Density functional theory data (ωB97M-V/def2-TZVPD) for a cluster of 2 separate species, C3H7N2OS in total in a non-equilibrium geometry.

CARTESIAN COORDINATES (ANGSTROEM)
1 C -1.460 -0.644 -0.561
2 C 0.934 -0.741 -0.880
3 C -1.883 0.147 0.535
4 N -0.342 -0.775 -1.098
5 N 1.659 0.869 0.634
6 O 2.020 -0.548 -1.679
7 S 2.102 -1.946 -0.595
8 H -2.184 -1.370 -1.073
9 H -1.800 1.230 0.397
10 H -2.917 0.113 0.819
11 H -1.415 -0.136 1.388
12 H 2.567 1.019 0.212
13 H 1.586 1.009 1.670
14 H 1.130 1.774 0.230

Output
Multiplicity: 1
LUMO energy in Eh: -0.191
Total charge: +1
Electronic energy in eV: -19076.423
F_max in Eh/bohr: 0.083
Orbital gap in eV: 9.0

Charge distribution, Mulliken scheme, values in e:
1. C 0.22
2. C 0.66
3. C -1.09
4. N -0.12
5. N -0.75
6. O -0.31
7. S 0.08
8. H 0.38
9. H 0.33
10. H 0.35
11. H 0.35
12. H 0.30
13. H 0.27
14. H 0.31

=====

What did the eighth record say?
Density functional theory data (ωB97M-V/def2-TZVPD) for the molecule C5H6O.

CARTESIAN COORDINATES (ANGSTROEM)
1 O 2.890 -0.254 0.195
2 C 1.685 -0.336 0.230
3 C 0.708 -1.234 -0.307
4 C -1.835 0.342 0.249
5 C -0.685 1.006 0.324
6 C 0.618 0.550 -0.235
7 H -0.178 -1.537 0.244
8 H 1.055 -2.008 -1.005
9 H -1.893 -0.608 -0.273
10 H -2.748 0.723 0.696
11 H -0.688 2.018 0.740
12 H 1.071 1.337 -0.859

Output
Multiplicity: 1
LUMO energy in Eh: 0.028
Total charge: 0
Electronic energy in eV: -7326.318
Structure (SMILES): C=C[C@@H]1CC1=O
F_max in Eh/bohr: 0.018
Orbital gap in eV: 9.9

Charge distribution, Mulliken scheme, values in e:
1. O -0.55
2. C 0.69
3. C -0.79
4. C -0.73
5. C -0.16
6. C -0.29
7. H 0.32
8. H 0.29
9. H 0.30
10. H 0.25
11. H 0.31
12. H 0.35